Formula: C26H25ClCuF6NO4Si
Source: the OMol25 dataset
Level of theory: ωB97M-V/def2-TZVPD

The geometry in XYZ format:
```
65
Properties=species:S:1:pos:R:3:forces:R:3:nbo_charge:R:1
Cu 0.3610 -0.7882 -0.4341 0.2354 -0.1131 0.6225 1.46
C 2.2203 -2.6772 2.0085 -0.2805 0.0261 0.0064 -1.13
Si 0.5885 -1.8616 2.5051 -0.0076 -0.3186 0.1945 1.80
C 0.5618 -1.6939 4.4039 0.0258 0.1194 -0.2498 -1.12
C -0.8306 -3.0559 2.1327 0.2895 0.0609 -0.1100 -1.13
N 0.3662 -0.4299 1.5712 0.1364 -0.2723 -0.6466 -1.15
C 0.3890 0.8861 1.8900 -0.0929 0.1761 0.0695 0.15
C 0.6723 1.3619 3.1912 -0.0305 -0.0639 -0.0128 -0.28
C 0.5013 2.6822 3.5603 0.0011 0.0243 -0.0010 -0.20
C 0.0593 3.6178 2.6374 0.0077 0.0444 0.0090 -0.29
C -0.1456 3.2079 1.3271 -0.1003 -0.0221 -0.0697 -0.27
C 0.0662 1.8970 0.9445 0.1000 0.0865 0.3650 0.27
O -0.1279 1.4834 -0.3712 -0.0629 -0.0229 -0.1820 -0.57
C 0.1834 2.3169 -1.4294 0.0411 0.1789 -0.1369 0.38
C -0.4728 2.0652 -2.6273 -0.1197 -0.1349 0.1703 -0.28
C -0.2243 2.8623 -3.7310 0.0431 0.0356 -0.0423 -0.20
C 0.6820 3.9109 -3.6573 0.0013 -0.0184 -0.0540 -0.23
C 1.3651 4.1268 -2.4710 0.0208 -0.0082 0.0128 -0.21
C 1.1284 3.3330 -1.3594 0.1576 -0.1400 0.1127 -0.29
H 2.2644 -3.7372 2.2723 -0.0401 0.0104 0.0666 0.22
H 3.0818 -2.1754 2.4542 -0.0260 0.0716 0.0151 0.23
H 2.3166 -2.5905 0.9259 0.0677 -0.0189 0.0864 0.26
H 0.4687 -2.6954 4.8324 0.0082 -0.0408 -0.0529 0.23
H -0.2964 -1.1087 4.7426 0.0031 -0.0046 0.0013 0.23
H 1.4680 -1.2425 4.8141 -0.0099 -0.0095 -0.0090 0.22
H -0.5896 -4.0713 2.4607 0.0435 0.0250 0.0406 0.22
H -1.0260 -3.0785 1.0603 -0.0711 -0.0449 0.0049 0.26
H -1.7559 -2.7565 2.6306 0.0161 0.0863 -0.0088 0.23
H 1.0047 0.6384 3.9224 -0.0228 0.1204 -0.0162 0.21
H 0.7052 2.9820 4.5819 0.0171 -0.0234 0.0008 0.20
H -0.1129 4.6484 2.9182 0.0058 -0.0012 -0.0064 0.20
H -0.4839 3.9221 0.5882 0.0238 0.0001 -0.0317 0.22
H -1.1577 1.2294 -2.6911 -0.0853 -0.0337 0.0263 0.26
H -0.7467 2.6527 -4.6560 0.0127 0.0036 -0.0002 0.21
H 0.8722 4.5371 -4.5199 -0.0118 -0.0094 0.0048 0.20
H 2.1035 4.9164 -2.4028 0.0049 -0.0102 -0.0095 0.20
H 1.7049 3.4790 -0.4571 -0.0746 0.0367 0.0383 0.23
C 4.5061 -1.1661 -1.2109 -0.2121 0.0212 0.0888 -0.64
C 3.0382 -1.0878 -1.6683 0.2761 -0.2373 -0.3127 0.12
O 2.2372 -0.6726 -0.6596 -0.3267 0.1471 -0.0127 -0.93
C 2.9789 -0.1116 -2.8725 0.1321 0.1211 0.0150 0.95
F 3.2408 1.1372 -2.4499 -0.0806 -0.1205 -0.1267 -0.32
F 1.7798 -0.0991 -3.4722 0.0435 0.0944 0.0508 -0.32
F 3.8974 -0.3928 -3.8337 -0.1828 0.0676 0.1485 -0.34
C 2.6295 -2.4989 -2.1620 0.0751 -0.1295 -0.0165 0.95
F 3.3756 -2.9412 -3.2030 -0.2247 0.0358 0.1972 -0.34
F 1.3403 -2.5580 -2.5435 0.1016 -0.0160 0.0978 -0.32
F 2.7812 -3.3989 -1.1672 -0.0184 0.0820 -0.2452 -0.33
H 4.8604 -0.1577 -1.0062 -0.0020 -0.0010 -0.0013 0.23
H 5.1397 -1.6387 -1.9588 0.0610 0.0221 0.0089 0.22
H 4.5275 -1.7349 -0.2837 0.0252 -0.0192 -0.0121 0.23
Cl -7.7845 -0.3387 1.0968 -0.0920 -0.0090 0.0425 -0.03
C -6.2119 -0.5946 0.3909 0.1313 -0.0335 -0.0628 -0.02
C -5.0882 -0.5317 1.1977 -0.0522 -0.0018 0.0412 -0.27
C -3.8396 -0.7239 0.6268 0.0256 -0.0513 -0.0295 -0.11
C -3.7184 -0.9630 -0.7371 0.0854 0.1120 0.0492 -0.16
C -4.8581 -1.0220 -1.5279 -0.0009 0.0242 -0.0268 -0.17
C -6.1136 -0.8488 -0.9680 -0.0419 -0.0178 0.0375 -0.25
C -2.3458 -1.0724 -1.3672 -0.2695 -0.1447 -0.2261 0.79
O -2.2243 -0.8571 -2.5677 0.1557 0.0942 0.0600 -0.67
O -1.4229 -1.4087 -0.5403 0.1350 0.1216 0.0241 -0.87
H -5.1959 -0.3356 2.2559 0.0149 0.0213 -0.0052 0.22
H -2.9378 -0.6797 1.2251 -0.0158 -0.0088 0.0137 0.24
H -4.7462 -1.1934 -2.5904 0.0242 0.0112 0.0036 0.23
H -7.0098 -0.9035 -1.5711 0.0064 0.0189 -0.0086 0.22
```
Forces are in eV/Å.

Largest force on an atom   0.71 eV/A
2S+1   2
Total charge   -1
E_tot   -4351.0533 a.u.

***

Formula: C24H27NOSiZr
Source: the OMol25 dataset
Level of theory: ωB97M-V/def2-TZVPD

The geometry in XYZ format:
```
55
Properties=species:S:1:pos:R:3:forces:R:3:nbo_charge:R:1
C 0.9816 2.5429 1.7868 -1.0725 0.7205 0.3463 -0.42
C 0.0093 2.7821 0.7436 -0.3717 0.4869 0.5141 -0.33
C -1.3035 2.7019 1.3269 1.0123 0.6225 0.3073 -0.33
H 0.2215 3.0855 -0.2828 -0.1184 -0.3474 0.3112 0.30
C -1.1523 2.4403 2.7331 0.9309 0.6517 -0.4122 -0.38
C 0.2591 2.3630 3.0264 -0.4898 0.9787 -0.8384 -0.33
H 0.7029 2.2820 4.0152 -0.1038 -0.2512 -0.2247 0.28
H 2.0604 2.6371 1.6769 -0.2693 -0.1904 0.0206 0.29
H -2.2367 2.9049 0.7964 0.3414 -0.3302 0.1500 0.30
H -1.9626 2.3942 3.4579 0.1997 -0.0646 -0.1843 0.28
Zr -0.2341 0.5432 1.5654 0.3131 -2.6102 -0.1603 2.16
C -1.5761 -3.0957 -3.7739 -0.0511 -0.1544 -0.1608 -0.85
H -2.2938 -3.1143 -2.9441 0.1958 0.0409 -0.2122 0.21
H -1.8866 -2.3493 -4.5182 0.1129 -0.2304 0.2783 0.23
H -0.5727 -2.8536 -3.4016 -0.2716 -0.0369 -0.1147 0.19
Si -0.2555 -0.3550 -1.0311 -0.2165 0.3983 -0.8713 0.61
C 1.4673 -0.3332 -1.7619 0.2519 -0.1101 0.4041 -0.39
C 2.2451 0.8403 -1.7523 0.2121 -0.3837 -0.1942 -0.25
H 1.8657 1.7463 -1.2746 0.0710 -0.1435 -0.2209 0.19
C 3.5048 0.8560 -2.3551 -0.0628 0.0219 0.0653 -0.19
H 4.0968 1.7748 -2.3462 -0.1689 -0.3310 -0.0573 0.23
C 4.0048 -0.3013 -2.9624 -0.2426 -0.1031 0.1794 -0.18
H 4.9885 -0.2887 -3.4310 -0.2775 0.0055 0.0921 0.24
C 3.2551 -1.4837 -2.9390 0.1103 0.0861 0.0482 -0.19
H 3.6537 -2.3957 -3.3897 -0.1176 0.3320 0.1220 0.24
C 2.0007 -1.5054 -2.3273 0.0853 0.3024 0.0306 -0.23
H 1.4231 -2.4313 -2.2879 0.1837 0.2329 -0.1350 0.22
C -1.3882 0.7479 -2.0166 -0.2568 0.3482 0.0236 -0.49
C -0.9758 1.3163 -3.2326 -0.2596 0.1554 0.2646 -0.14
H 0.0010 1.0636 -3.6457 -0.2501 0.0456 0.0439 0.22
C -1.7981 2.2312 -3.8945 -0.2071 -0.0262 0.0827 -0.20
H -1.4643 2.6791 -4.8321 -0.1517 -0.1547 0.2589 0.24
C -3.0400 2.5806 -3.3515 0.2012 -0.0833 0.0989 -0.19
H -3.6853 3.2904 -3.8710 0.2148 -0.1930 0.1610 0.24
C -3.4529 2.0301 -2.1323 -0.0554 -0.0772 0.0568 -0.20
H -4.4058 2.3239 -1.6841 0.2517 -0.1124 -0.2695 0.23
C -2.6403 1.1061 -1.4759 0.4098 0.3643 -0.5303 -0.23
H -2.9688 0.6771 -0.5250 -0.0599 -0.0114 -0.1378 0.19
H -0.7922 -1.7400 -1.1773 0.1090 -0.1132 0.4932 -0.10
H -1.5520 -4.0887 -4.2478 -0.0068 0.3876 0.1726 0.23
O 1.6892 -0.5010 1.6883 -0.0161 -1.1372 1.1268 -0.79
C 1.3811 -1.9642 2.1350 0.4324 1.0053 -0.9184 -0.10
C 0.4583 -1.9201 3.3245 -0.1902 0.3202 0.4108 0.17
C 0.5890 -2.7899 4.3968 0.1386 0.1489 -0.5511 -0.20
C -0.1938 -2.5759 5.5275 -0.2234 0.0541 -0.1061 -0.08
C -1.0573 -1.4798 5.5640 -0.0720 0.2680 -0.0019 -0.21
C -1.1426 -0.6353 4.4637 0.1927 -0.5651 -0.1820 0.08
N -0.4378 -0.8993 3.3335 0.1917 0.3280 0.3776 -0.63
H 2.5106 -0.1841 2.1241 -0.5070 -0.2856 -0.3945 0.55
H 0.9443 -2.4169 1.2262 0.2157 0.1629 0.4081 0.26
H 2.3511 -2.4208 2.3590 -0.3496 0.0236 -0.0847 0.26
H 1.3142 -3.5989 4.3087 -0.2095 0.1640 0.2910 0.26
H -0.1120 -3.2467 6.3780 -0.0326 0.1377 -0.0877 0.27
H -1.6500 -1.2522 6.4468 0.1631 -0.1058 -0.1453 0.27
H -1.7482 0.2803 4.4603 0.1408 -0.6421 0.0554 0.23
```
Forces are in eV/Å.

Largest force on an atom   2.63 eV/A
Total charge   +2
E_tot   -1396.6948 a.u.

***

Formula: C2H8O2Si
Source: the OMol25 dataset
Level of theory: ωB97M-V/def2-TZVPD

The geometry in XYZ format:
```
13
Properties=species:S:1:pos:R:3:forces:R:3:nbo_charge:R:1
C 0.3167 1.3037 -1.9847 -2.3432 -0.6295 -0.4512 -0.65
C -0.0329 -0.0411 -1.3147 -0.4458 1.1898 -2.2800 -0.13
O 0.8591 -0.4718 -0.4710 1.6182 -1.0503 2.2116 -0.28
O -0.3782 -0.2626 1.3012 0.2231 0.6308 -1.3921 -0.76
Si 0.0329 -0.9682 2.6689 -1.5150 -2.0691 -0.2527 1.19
H -0.2768 1.3378 -2.9641 0.9378 0.5265 1.3877 0.20
H 0.0020 2.0024 -1.2442 -0.7967 1.1911 0.0745 0.21
H 1.3381 1.5698 -2.0860 1.1601 -0.6324 -0.5675 0.22
H -0.1932 -0.7880 -2.0794 -0.0377 -0.8317 -0.6012 0.18
H -1.0170 -0.0254 -0.8288 -0.0744 0.2356 0.0531 0.25
H -1.4502 -1.0115 2.7828 -0.6029 0.4873 0.8405 -0.10
H 0.0406 -2.4906 2.6477 1.0414 0.6875 0.1071 -0.16
H 0.7590 -0.1545 3.5722 0.8351 0.2644 0.8702 -0.19
```
Forces are in eV/Å.

Largest force on an atom   2.93 eV/A
E_tot   -520.7721 a.u.

***

Question: Number 3 is which compound?
Answer: C2H8O2Si

***

Question: Which value of largest force on an atom does entry 2 give?
Answer: 2.63 eV/A

***

Question: The highest E_tot belongs to which entry?
Answer: C2H8O2Si

***

Question: Among the records above, which one has the highest E_tot?
Answer: C2H8O2Si